# 1
A structure of composition C27H14Cl3F3IN2O4RuSeSi. Source: the OMol25 dataset; level of theory: ωB97M-V/def2-TZVPD.

As for the spin multiplicity: 6. As for the expectation value of S²: 8.764. As for the lowest unoccupied orbital energy (spin up / spin down): 3.972 / 3.549 eV. As for the total charge: -2.

Geometry (Å):
Ru 1.5398 0.7102 0.7530
O -0.2516 1.6755 -0.8977
C -1.2014 2.3309 -1.3369
C -1.8930 3.4698 -0.7258
C -2.9035 4.0049 -1.5826
C -3.5956 5.1115 -1.2504
C -3.3149 5.7678 -0.0025
C -2.3714 5.2913 0.8505
C -1.5773 4.1059 0.5198
O -0.6449 3.7340 1.2226
N -4.5388 5.6883 -2.1775
O -4.7608 5.0054 -3.1738
O -5.0738 6.7147 -1.8736
H -1.6651 1.9089 -2.2705
H -3.1721 3.5047 -2.4962
H -3.8472 6.6909 0.2457
H -2.1194 5.8578 1.7251
I 1.0115 2.6136 3.7063
C 0.0293 0.8162 4.2083
C -0.2643 0.5839 5.5514
C -1.0136 -0.5579 5.9086
C -1.4725 -1.4042 4.9630
C -1.2183 -1.1972 3.6127
C -1.9134 -2.0302 2.6807
C -1.9515 -1.6983 1.3623
C -1.0340 -0.6276 0.9307
C -0.2276 0.0973 1.7790
C -0.4312 -0.0611 3.1672
H 0.1028 1.1973 6.3270
H -1.1694 -0.8073 6.9524
H -2.0988 -2.2395 5.2471
H -2.5053 -2.8431 3.0643
H -2.5546 -2.2213 0.5808
H -0.9474 -0.4157 -0.1288
Se 3.2282 -0.9021 2.3659
C 4.3966 -1.0958 0.9164
N 5.1936 -1.1101 0.0956
F 3.2322 -6.4462 -5.4789
C 2.0559 -6.4994 -4.7700
F 2.0809 -7.6597 -4.0437
F 1.1171 -6.7346 -5.7301
C 1.8894 -5.2511 -3.9971
C 1.5245 -5.2546 -2.6322
C 1.5581 -4.0790 -1.9043
C 1.9873 -2.8658 -2.4210
C 2.3758 -2.8552 -3.7690
C 2.3205 -4.0189 -4.5526
C 2.0274 -1.7051 -1.6289
C 2.0680 -0.7601 -0.8402
H 1.2964 -6.2107 -2.1389
H 1.2400 -4.0764 -0.8311
H 2.7868 -1.9433 -4.1193
H 2.6969 -3.9584 -5.5300
Cl 2.2779 4.6024 0.7763
Si 3.0666 2.7245 0.9483
Cl 4.3676 2.6192 2.6099
Cl 4.2618 2.7029 -0.7670


# 2
A cluster of 13 separate species, C21H35Cl36N3OP in total. Source: the OMol25 dataset; level of theory: ωB97M-V/def2-TZVPD.

As for the lowest unoccupied orbital energy: -2.632 eV. As for the total charge: +1.

Geometry (Å):
C -0.3170 -1.7343 -0.5832
C -0.7446 -0.6367 -1.5116
N -1.7455 -0.7769 -2.2613
C 0.1347 0.6211 -1.4732
N -0.4864 1.7418 -0.6861
O -1.0385 1.0999 0.4414
C -1.5216 2.5321 -1.4800
C -2.9154 2.6610 -0.8677
C -3.9499 1.5775 -1.2181
C -4.1529 0.4429 -0.1979
N -5.4898 0.5610 0.4001
P 0.8334 2.9930 -0.0831
C 1.6152 2.0426 1.2625
C 2.1022 2.8926 -1.3731
H -0.6912 -1.5764 0.4291
H 0.7707 -1.8235 -0.5784
H -0.7080 -2.6727 -0.9781
H -1.9039 0.0288 -2.8632
H 1.0670 0.3829 -0.9672
H 0.3337 0.9933 -2.4774
H -1.1423 1.7755 1.1348
H -1.5815 2.0958 -2.4758
H -1.0950 3.5313 -1.5894
H -3.2814 3.6117 -1.2650
H -2.8700 2.8012 0.2157
H -4.9103 2.0941 -1.2849
H -3.7535 1.1847 -2.2198
H -4.0006 -0.5264 -0.6849
H -3.4351 0.5184 0.6207
H -6.1964 0.2922 -0.2780
H -5.5901 -0.0964 1.1668
H 2.6942 2.0166 1.0871
H 1.4289 2.5755 2.1949
H 1.2777 1.0112 1.3436
H 2.4773 1.8861 -1.5549
H 2.9164 3.4949 -0.9563
H 1.7729 3.3617 -2.3014
C 4.8326 -0.1900 -0.0259
Cl 3.2562 -0.7754 -0.5992
Cl 5.1380 1.4523 -0.6105
Cl 4.9047 -0.2936 1.7185
H 5.5831 -0.8426 -0.4527
C 7.4609 4.2550 -2.2926
Cl 8.6782 5.3507 -1.6511
Cl 5.8695 4.6315 -1.6075
Cl 7.4100 4.3109 -4.0483
H 7.7203 3.2480 -1.9929
C 12.0376 7.1952 -2.9304
Cl 11.7687 8.7562 -2.1616
Cl 11.8268 7.3126 -4.6806
Cl 13.6284 6.5546 -2.5319
H 11.2949 6.5034 -2.5575
C -1.5316 -5.3026 0.8793
Cl -0.2532 -5.4101 -0.3256
Cl -1.8264 -6.8511 1.6453
Cl -1.1311 -4.0655 2.0873
H -2.4413 -4.9756 0.3943
C -6.3652 -4.7919 -0.2100
Cl -6.3184 -6.3500 -1.0202
Cl -4.7411 -4.3120 0.3234
Cl -7.0722 -3.5522 -1.2325
H -6.9808 -4.8863 0.6757
C 13.8996 6.1395 -7.5038
Cl 12.8062 5.9768 -8.8797
Cl 14.9577 4.7365 -7.3673
Cl 14.8305 7.6304 -7.6083
H 13.2960 6.1897 -6.6082
C -8.8601 1.6621 0.5801
Cl -9.1992 1.0912 2.2079
Cl -8.8998 0.3180 -0.5730
Cl -9.9826 2.9311 0.1014
H -7.8562 2.0683 0.5678
C -11.2648 -4.8721 0.1027
Cl -12.0159 -3.8205 -1.0924
Cl -9.7551 -5.5491 -0.5188
Cl -10.9566 -4.0083 1.6085
H -11.9429 -5.6895 0.3083
C 4.9486 -3.1130 4.9738
Cl 4.0192 -3.1646 3.4738
Cl 6.0333 -4.4906 5.0918
Cl 5.8372 -1.5910 5.0978
H 4.2513 -3.1582 5.7998
C -0.4932 -1.4152 4.6255
Cl -2.0875 -0.8199 5.0649
Cl 0.1470 -0.5065 3.2385
Cl 0.6218 -1.3377 5.9796
H -0.5883 -2.4499 4.3232
C -9.5881 -2.1029 5.2152
Cl -9.0200 -0.5674 5.8678
Cl -11.3105 -2.0378 4.8565
Cl -8.6703 -2.5469 3.7727
H -9.4268 -2.8679 5.9628
C 3.5696 -6.5821 1.7688
Cl 3.4825 -7.5482 0.2994
Cl 4.5763 -5.1496 1.5261
Cl 1.9588 -6.1224 2.3154
H 4.0304 -7.1821 2.5420


# 3
The ion C5H6Cl2N5 with charge +1. Source: the OMol25 dataset; level of theory: ωB97M-V/def2-TZVPD.

As for the lowest unoccupied orbital energy (spin up / spin down): -5.383 / -5.384 eV. As for the total charge: +1.

Geometry (Å):
C -1.8420 0.2179 0.9552
C 0.1904 0.6240 -1.9316
C -1.3742 -0.8406 -1.2119
C -2.4690 -1.7658 -0.7694
C 0.5287 0.1320 0.5398
N -2.1416 -0.4936 -0.1677
N -0.7455 -0.2265 -2.1824
N -0.5467 0.3173 1.3148
N 0.7787 0.8189 -0.6705
N 1.5020 -0.5965 1.1215
Cl -2.0408 -3.2798 -0.0165
Cl -0.2834 0.5458 3.1343
H -2.5077 0.7228 1.6172
H 0.4901 1.3439 -2.6479
H -3.3640 -2.1508 -1.3082
H 1.7242 1.2037 -0.5923
H 1.3774 -0.9979 1.9945
H 2.4284 -0.1444 1.0589


Number 1: E -169021.882 eV, maximum force 3.272 eV/Å. Number 2: E -488949.279 eV, maximum force 1.162 eV/Å. Number 3: E -37765.254 eV, maximum force 4.089 eV/Å.